1.
C36H29FeN3OSi | ωB97M-V/def2-TZVPD

⟨S²⟩: 8.778
Net charge: +1
Max |F| in Eh/bohr: 0.051
Spin multiplicity: 6
LUMO level (alpha / beta) in eV: -2.86 / -4.21

Atoms and positions in Å:
Fe (-0.0930, -1.1319, -1.5480)
C (-4.5406, -0.6866, -2.4121)
C (-3.2189, -1.1160, -2.5673)
N (-2.1734, -0.3729, -2.2546)
C (-2.3825, 0.8901, -1.8099)
C (-3.6877, 1.4056, -1.5988)
C (-4.7808, 0.5702, -1.9153)
C (-3.8350, 2.7002, -1.0627)
C (-2.7224, 3.4281, -0.7207)
C (-1.4368, 2.9414, -0.9341)
C (-1.2227, 1.6935, -1.5232)
N (-0.0315, 1.0892, -1.7590)
C (1.1836, 1.6784, -1.7876)
C (1.4534, 3.0440, -1.9333)
C (2.7494, 3.5336, -1.8297)
C (3.8186, 2.6974, -1.6069)
C (3.6264, 1.3005, -1.5861)
C (4.6841, 0.3698, -1.4802)
C (4.4144, -0.9723, -1.5987)
C (3.0954, -1.3794, -1.7958)
N (2.0689, -0.5434, -1.8301)
C (2.3113, 0.7844, -1.7255)
H (-5.3532, -1.3484, -2.6643)
H (-3.0094, -2.1029, -2.9600)
H (-5.7876, 0.9250, -1.7458)
H (-4.8266, 3.0963, -0.9118)
H (-2.8365, 4.4036, -0.2753)
H (-0.6047, 3.5250, -0.5790)
H (0.6527, 3.7291, -2.1574)
H (2.9144, 4.5954, -1.9267)
H (4.8162, 3.0949, -1.5050)
H (5.6954, 0.7168, -1.3304)
H (5.2005, -1.7106, -1.5618)
H (2.8661, -2.4256, -1.9421)
O (-0.2684, -3.3679, -2.4246)
H (-0.6168, -3.5228, -3.3061)
H (0.1624, -4.1796, -2.1458)
C (-0.5391, 3.6023, 2.5115)
C (0.6569, 3.2213, 1.9247)
C (0.8053, 1.9440, 1.4188)
C (-0.2343, 1.0161, 1.5012)
C (-1.4439, 1.4267, 2.0611)
C (-1.5942, 2.7066, 2.5617)
Si (-0.0011, -0.7493, 0.8413)
C (-1.3852, -1.9189, 1.4346)
C (-1.0941, -2.9782, 2.2917)
C (-2.1075, -3.7632, 2.8085)
C (-3.4274, -3.5075, 2.4743)
C (-3.7300, -2.4701, 1.6062)
C (-2.7160, -1.6861, 1.0876)
C (1.6961, -1.4647, 1.3231)
C (2.0932, -2.6963, 0.8016)
C (3.3252, -3.2383, 1.1124)
C (4.1920, -2.5457, 1.9432)
C (3.8121, -1.3237, 2.4721)
C (2.5737, -0.7907, 2.1668)
H (-0.6476, 4.5945, 2.9222)
H (1.4810, 3.9170, 1.8718)
H (1.7424, 1.6622, 0.9608)
H (-2.2676, 0.7315, 2.1279)
H (-2.5303, 3.0030, 3.0105)
H (-0.0681, -3.1719, 2.5664)
H (-1.8705, -4.5698, 3.4842)
H (-4.2183, -4.1173, 2.8828)
H (-4.7587, -2.2707, 1.3422)
H (-2.9552, -0.8766, 0.4095)
H (1.4071, -3.2388, 0.1591)
H (3.6141, -4.1982, 0.7093)
H (5.1572, -2.9604, 2.1847)
H (4.4752, -0.7869, 3.1333)
H (2.2735, 0.1469, 2.6075)

***

2.
C42H46As2ClN3O15SSiTc | ωB97M-V/def2-TZVPD

⟨S²⟩: 3.824
Net charge: +2
Max |F| in Eh/bohr: 0.108
Spin multiplicity: 4
LUMO level (alpha / beta) in eV: -7.66 / -8.67

Atoms and positions in Å:
Tc (13.0810, 13.4667, 14.0439)
O (14.1705, 20.2752, 17.2145)
N (13.2240, 19.5965, 16.6865)
O (12.0902, 20.1049, 16.5340)
C (13.6324, 18.2852, 16.2638)
C (14.8341, 17.7384, 16.6769)
C (15.2358, 16.3953, 16.3518)
C (16.4423, 15.8016, 16.6368)
C (16.6586, 14.4632, 16.4303)
C (15.6792, 13.7229, 15.8313)
N (14.5214, 14.3021, 15.3231)
C (14.2763, 15.6095, 15.6356)
C (13.0153, 16.1493, 15.2340)
N (12.1889, 15.3021, 14.5482)
C (11.0708, 15.7602, 14.0276)
C (10.5739, 16.9687, 14.4542)
C (11.3828, 17.8727, 15.1117)
C (12.6832, 17.4437, 15.5281)
H (15.5055, 18.2475, 17.3315)
H (17.3349, 16.3578, 16.8219)
H (17.6441, 14.0573, 16.6237)
H (15.7244, 12.5998, 15.7421)
H (10.5779, 15.1390, 13.2632)
H (9.5215, 17.2995, 14.3509)
H (10.9608, 18.8795, 15.4412)
C (16.1366, 14.7102, 10.5649)
Si (14.7674, 13.6022, 11.1721)
C (15.6739, 12.0827, 11.7199)
C (13.4290, 13.4892, 9.8799)
C (13.8411, 14.4988, 12.5478)
H (17.0420, 14.1462, 10.4103)
H (16.4057, 15.4471, 11.2887)
H (15.7380, 15.3019, 9.7328)
H (16.5875, 12.4728, 12.0334)
H (15.8102, 11.4067, 10.8692)
H (15.1655, 11.6138, 12.5863)
H (13.5389, 12.6259, 9.1944)
H (13.4915, 14.4785, 9.3362)
H (12.3686, 13.4059, 10.1857)
H (12.9232, 14.9359, 11.9918)
H (14.4139, 15.2148, 13.1228)
C (10.0463, 14.5900, 7.6101)
O (9.6300, 15.8660, 8.2320)
C (10.5610, 16.8120, 8.1744)
O (11.7048, 16.6165, 7.6495)
C (10.1103, 18.1480, 8.5843)
C (8.7757, 18.5519, 8.8249)
As (8.4920, 18.6438, 10.6855)
C (6.7484, 19.5745, 11.0727)
C (9.7988, 20.2145, 10.8981)
C (11.0669, 20.0805, 10.4635)
As (11.6063, 19.4424, 8.7301)
C (10.5323, 20.9698, 7.8456)
C (12.3166, 20.4850, 11.1828)
O (13.3996, 20.4006, 10.5896)
O (12.1357, 20.8559, 12.4451)
C (13.3198, 21.4568, 13.0506)
C (9.4397, 21.4359, 11.7255)
O (8.5781, 21.4368, 12.5996)
O (10.2524, 22.5392, 11.4629)
C (9.5304, 23.7649, 11.8408)
C (7.6821, 18.2749, 7.8034)
O (6.5325, 18.1976, 8.1673)
O (8.1713, 18.1689, 6.5451)
C (7.1003, 17.5235, 5.6903)
H (10.5886, 13.9051, 8.2268)
H (10.6565, 14.8377, 6.7473)
H (9.1375, 14.0524, 7.3040)
H (5.9231, 18.9070, 10.9122)
H (6.6907, 20.5544, 10.4632)
H (6.6277, 19.7772, 12.1286)
H (10.4064, 20.7355, 6.8082)
H (11.1472, 21.8803, 8.0508)
H (9.5300, 21.1022, 8.2266)
H (14.1395, 20.8912, 12.6909)
H (13.1475, 21.3731, 14.0768)
H (13.4863, 22.5426, 12.8323)
H (8.4967, 23.5718, 11.8004)
H (9.8068, 24.5507, 11.1066)
H (9.8329, 23.9974, 12.8602)
H (7.0693, 16.5289, 6.1531)
H (7.4534, 17.5780, 4.6453)
H (6.1929, 18.1109, 5.9695)
O (12.8246, 12.6355, 19.3473)
S (12.4608, 11.4414, 20.2213)
C (11.0706, 11.9630, 21.1570)
C (9.9859, 12.3829, 20.3810)
C (8.7602, 12.6675, 21.0567)
C (8.6728, 12.6341, 22.4311)
C (9.7583, 12.0914, 23.1180)
C (10.9799, 11.8708, 22.5225)
C (11.8308, 10.1207, 19.2450)
C (11.6985, 10.2294, 17.8034)
C (11.2070, 9.1698, 17.0369)
C (10.7485, 8.0321, 17.7019)
C (10.8446, 7.9659, 19.1242)
C (11.4752, 8.9538, 19.8456)
H (10.0849, 12.5864, 19.2547)
H (7.8437, 12.9549, 20.5655)
H (7.7333, 12.8006, 22.9020)
H (9.5909, 11.8155, 24.1437)
H (11.8138, 11.3832, 23.0764)
H (12.0921, 11.1333, 17.3913)
H (11.2724, 9.2308, 15.9447)
H (10.5829, 7.0286, 17.2972)
H (10.5029, 7.0584, 19.5822)
H (11.5249, 8.7876, 20.9451)
O (11.2332, 10.1137, 13.7715)
Cl (12.0576, 11.0362, 12.9026)
O (12.1206, 10.6512, 11.4848)
O (13.8661, 11.8769, 14.3255)
O (11.4974, 12.4559, 12.9671)

***

3.
C5H9NO | ωB97M-V/def2-TZVPD

Energy relative to the best compared isomer or geometry (same formula, charge and spin) in eV: 6.0953
Max |F| in Eh/bohr: 0.008
LUMO level in eV: 0.72

Atoms and positions in Å:
C (1.5049, -0.3856, -1.1629)
C (0.1484, -1.0363, -1.0371)
N (-0.3026, -1.5541, 0.2656)
C (-1.0091, -0.4237, -0.3417)
C (-1.1498, 0.9565, 0.1840)
C (-0.9574, 1.1277, 1.6423)
O (0.3175, 1.4796, 1.0632)
H (1.5716, 0.2220, -2.0720)
H (2.2775, -1.1608, -1.2223)
H (1.7256, 0.2516, -0.3030)
H (-0.0912, -1.7101, -1.8600)
H (0.3369, -1.2058, 0.9810)
H (-1.9960, -0.6950, -0.7315)
H (-0.1010, 1.9400, 0.1649)
H (-1.4460, 1.9528, 2.1636)
H (-0.8293, 0.2411, 2.2660)

***

4.
C8H17BFO8PS | ωB97M-V/def2-TZVPD

Max |F| in Eh/bohr: 0.143
LUMO level in eV: -0.63

Atoms and positions in Å:
C (3.0758, 3.6153, 0.2860)
C (2.7421, 2.0630, 0.7160)
C (1.1938, 1.9529, 1.3365)
C (0.1289, 1.6375, 0.0860)
O (-1.2029, 1.5539, 0.7047)
P (-2.3406, 0.6725, -0.2746)
O (-3.1846, -0.2453, 0.7480)
O (-1.6340, -0.4200, -1.4313)
S (-1.0803, -1.8341, -0.5855)
O (-3.5204, 1.6775, -1.0987)
B (-4.2005, 2.5835, -0.1489)
C (-5.3406, 2.1566, 0.9617)
O (-3.8050, 4.0205, -0.1796)
H (2.3923, 3.8817, -0.6465)
H (2.8100, 4.3859, 1.1568)
H (4.2266, 3.7513, 0.0485)
H (2.8044, 1.3090, -0.2073)
H (3.4743, 1.7018, 1.5767)
H (0.8830, 2.9017, 1.9539)
H (1.1495, 0.9879, 2.0339)
H (0.5146, 0.6475, -0.4042)
H (0.2632, 2.5480, -0.6601)
H (-0.9069, -2.8772, -1.5193)
H (-6.1982, 2.9820, 1.0506)
H (-4.7942, 1.9759, 2.0076)
H (-5.8313, 1.1115, 0.6668)
H (-4.6367, 4.4850, -0.5467)
C (2.7977, -5.1413, -1.5765)
C (1.9473, -5.7589, -0.5196)
O (1.9436, -4.7928, 0.5068)
C (2.0982, -3.5982, -0.1302)
O (1.8717, -2.5148, 0.3824)
O (2.5311, -3.7623, -1.4176)
F (2.5172, -6.8873, -0.0403)
H (3.8662, -5.3246, -1.4213)
H (2.5258, -5.4801, -2.5799)
H (0.9189, -5.9653, -0.8347)